Computed, not measured: C27H29N3O4 in the gas phase, with ωB97M-V with the def2-TZVPD basis set.

charge	0
SMILES string	COc1ccc(N2C(=O)c3ccccc3N[C@@H]2c2ccc(OC)c(CN3CCOCC3)c2)cc1
LUMO energy	0.67	eV
energy relative to the best compared isomer or geometry (same formula, charge and spin)	341.8	kJ/mol
frontier orbital gap	8.6	eV

Last column: Löwdin charge in e.
Geometry (Å):
C  -3.89  -4.15  1.16  -0.080
O  -3.14  -4.11  -0.03  -0.083
C  -1.95  -3.45  -0.03  -0.290
C  -1.25  -3.47  -1.23  0.005
C  -0.02  -2.85  -1.34  -0.004
C  0.52  -2.17  -0.25  -0.214
N  1.79  -1.56  -0.36  0.066
C  2.77  -1.84  0.56  -0.377
O  2.59  -2.60  1.49  0.082
C  4.08  -1.22  0.28  -0.079
C  5.12  -1.37  1.20  -0.009
C  6.38  -0.86  0.93  -0.089
C  6.60  -0.20  -0.27  -0.084
C  5.58  -0.04  -1.19  -0.027
C  4.31  -0.54  -0.92  -0.236
N  3.28  -0.43  -1.83  0.102
C  1.92  -0.50  -1.36  -0.227
C  1.39  0.81  -0.78  -0.141
C  2.18  1.64  0.00  -0.007
C  1.66  2.81  0.53  -0.001
C  0.34  3.17  0.29  -0.221
O  -0.25  4.30  0.77  -0.091
C  0.51  5.16  1.59  -0.082
C  -0.47  2.33  -0.49  -0.132
C  -1.90  2.68  -0.78  -0.137
N  -2.76  1.51  -0.64  -0.170
C  -2.85  1.08  0.74  -0.151
C  -3.70  -0.18  0.81  -0.198
O  -4.99  0.02  0.28  -0.130
C  -4.90  0.45  -1.05  -0.195
C  -4.09  1.75  -1.17  -0.170
C  0.07  1.17  -1.01  0.024
C  -0.18  -2.15  0.95  0.005
C  -1.40  -2.79  1.07  -0.023
H  -3.33  -4.62  1.98  0.097
H  -4.77  -4.76  0.93  0.095
H  -4.22  -3.15  1.47  0.085
H  -1.68  -3.99  -2.07  0.118
H  0.52  -2.90  -2.27  0.119
H  4.91  -1.90  2.11  0.119
H  7.18  -0.98  1.64  0.098
H  7.58  0.19  -0.50  0.103
H  5.76  0.47  -2.13  0.109
H  3.43  0.20  -2.60  0.147
H  1.29  -0.77  -2.21  0.147
H  3.21  1.39  0.21  0.112
H  2.30  3.43  1.14  0.104
H  0.85  4.65  2.50  0.097
H  1.37  5.57  1.05  0.096
H  -0.16  5.97  1.86  0.094
H  -2.22  3.51  -0.13  0.126
H  -1.98  3.02  -1.82  0.135
H  -1.85  0.87  1.11  0.124
H  -3.31  1.87  1.37  0.135
H  -3.84  -0.49  1.85  0.126
H  -3.19  -0.98  0.25  0.110
H  -5.93  0.61  -1.39  0.125
H  -4.42  -0.33  -1.66  0.128
H  -4.02  2.04  -2.22  0.124
H  -4.61  2.55  -0.62  0.131
H  -0.57  0.53  -1.60  0.126
H  0.24  -1.63  1.80  0.124
H  -1.92  -2.76  2.01  0.108



Computed, not measured: 3 unconnected molecules or ions with the total composition C6H12O, with ωB97M-V with the def2-TZVPD basis set.

charge	0
SMILES string	OC1C=C1.[H][H].C=CC
LUMO energy	1.13	eV
energy relative to the best compared isomer or geometry (same formula, charge and spin)	442.0	kJ/mol
frontier orbital gap	10.5	eV

Last column: Löwdin charge in e.
Geometry (Å):
O  -1.05  1.28  -0.31  -0.084
C  -2.09  0.38  -0.61  -0.370
C  -1.83  -1.05  -0.93  -0.002
C  -2.39  -0.81  0.23  0.010
H  -0.33  0.77  0.09  0.021
H  -2.88  0.94  -1.11  0.127
H  -1.43  -1.77  -1.62  0.097
H  -2.76  -1.19  1.17  0.096
H  -0.78  1.91  2.74  0.041
H  -1.02  1.75  2.05  0.020
C  1.70  -0.06  1.18  -0.030
C  1.60  -0.70  0.02  -0.263
C  2.06  -0.15  -1.30  -0.108
H  1.35  -0.51  2.11  0.058
H  2.14  0.93  1.26  0.067
H  1.16  -1.69  0.00  0.096
H  2.84  -0.78  -1.74  0.075
H  2.46  0.87  -1.19  0.078
H  1.23  -0.11  -2.02  0.071



Computed, not measured: a molecular structure, C25H30AuN3OS3 at a distorted geometry, with ωB97M-V with the def2-TZVPD basis set.

charge	-2
LUMO energy	4.46	eV
frontier orbital gap	4.4	eV

Last column: Löwdin charge in e.
Geometry (Å):
Au  -1.09  1.81  0.54  0.383
S  -1.65  6.15  2.14  0.223
C  -1.57  4.60  1.54  -1.978
S  -1.85  3.23  2.53  0.269
S  -1.21  4.29  -0.10  0.275
C  -3.22  -2.37  2.08  -0.056
C  -1.79  -2.35  1.63  -0.343
C  -1.04  -3.54  1.53  -0.100
C  0.29  -3.46  1.16  -0.321
C  1.13  -4.71  1.12  -0.077
C  0.87  -2.24  0.83  -0.013
C  0.15  -1.02  0.85  -0.302
C  -1.19  -1.16  1.32  -0.071
N  0.51  0.21  0.49  -0.011
C  1.78  0.77  0.10  -0.465
C  3.04  -0.12  0.04  -0.105
C  4.27  0.69  -0.38  -0.305
C  4.06  1.31  -1.76  -0.140
C  2.83  2.22  -1.71  -0.299
C  3.05  3.33  -0.69  -0.120
C  3.31  2.72  0.69  -0.294
C  4.54  1.81  0.63  -0.139
C  2.10  1.89  1.11  -0.099
C  1.61  1.39  -1.30  -0.106
H  -3.57  -3.38  2.27  0.065
H  -3.87  -1.92  1.32  0.064
H  -3.34  -1.78  2.99  0.079
H  -1.50  -4.49  1.78  0.087
H  0.53  -5.59  1.35  0.058
H  1.94  -4.64  1.84  0.069
H  1.58  -4.84  0.13  0.067
H  1.91  -2.27  0.55  0.075
H  -1.77  -0.24  1.42  0.065
H  2.88  -0.92  -0.69  0.111
H  3.22  -0.57  1.02  0.117
H  5.14  0.01  -0.41  0.129
H  3.90  0.52  -2.50  0.111
H  4.94  1.88  -2.05  0.109
H  2.66  2.66  -2.70  0.134
H  2.15  3.96  -0.64  0.111
H  3.89  3.97  -0.99  0.111
H  3.48  3.52  1.42  0.138
H  4.73  1.38  1.62  0.112
H  5.42  2.38  0.32  0.109
H  1.23  2.54  1.20  0.076
H  2.28  1.44  2.09  0.126
H  1.44  0.59  -2.02  0.120
H  0.72  2.02  -1.29  0.072
N  -3.09  -3.30  -1.20  0.189
C  -4.14  -2.56  -1.66  -0.509
O  -5.13  -3.11  -2.14  0.009
C  -4.00  -1.09  -1.60  -0.122
C  -5.10  -0.29  -1.94  -0.014
C  -5.00  1.08  -1.85  -0.059
C  -3.81  1.63  -1.39  -0.116
N  -2.74  0.89  -1.11  0.025
C  -2.82  -0.42  -1.23  -0.083
H  -3.26  -4.29  -1.13  0.108
H  -2.40  -2.91  -0.56  0.062
H  -6.02  -0.78  -2.24  0.109
H  -5.83  1.72  -2.11  0.094
H  -3.68  2.70  -1.25  0.085
H  -1.91  -0.95  -1.01  0.103



Computed, not measured: a molecular structure, C43H39HfN6O5S2 at a distorted geometry, with ωB97M-V with the def2-TZVPD basis set.

charge	+1
LUMO energy (spin up / spin down)	-4.05 / -4.05	eV
energy relative to the best compared isomer or geometry (same formula, charge and spin)	100.9	kJ/mol
frontier orbital gap (spin up / spin down)	5.7 / 5.7	eV

Last column: Löwdin charge in e.
Geometry (Å):
Hf  0.07  1.92  -0.50  1.615
C  2.07  -0.36  -5.42  -0.079
C  3.03  0.16  -4.57  -0.063
C  2.75  0.34  -3.23  -0.021
C  1.50  -0.01  -2.72  -0.297
C  0.54  -0.53  -3.57  -0.070
C  0.82  -0.70  -4.92  -0.084
N  1.24  0.22  -1.32  -0.042
C  2.07  -0.43  -0.47  -0.233
C  2.73  -1.65  -0.76  0.004
C  3.53  -2.23  0.17  -0.043
C  3.77  -1.65  1.45  -0.075
C  3.16  -0.47  1.76  -0.022
C  2.31  0.13  0.81  -0.222
N  1.67  1.32  1.02  -0.091
N  1.96  2.01  2.04  0.120
C  1.06  3.06  2.28  -0.321
C  1.43  4.00  3.24  0.021
C  0.48  4.90  3.66  -0.025
C  -0.81  4.82  3.14  -0.031
C  -1.07  3.89  2.15  -0.141
N  -0.14  3.05  1.69  -0.046
H  2.28  -0.49  -6.47  0.104
H  4.00  0.45  -4.95  0.107
H  3.49  0.77  -2.56  0.125
H  -0.43  -0.78  -3.18  0.043
H  0.06  -1.09  -5.58  0.110
H  2.56  -2.12  -1.72  0.111
H  4.00  -3.18  -0.06  0.112
H  4.41  -2.15  2.16  0.105
H  3.31  0.01  2.72  0.108
H  2.43  3.97  3.64  0.124
H  0.72  5.64  4.41  0.120
H  -1.60  5.47  3.49  0.115
H  -2.05  3.82  1.69  0.120
O  0.13  2.67  -4.23  0.168
C  -0.56  2.78  -3.26  -0.524
O  -0.72  1.83  -2.32  -0.268
C  -1.27  4.06  -2.87  -0.071
C  -2.39  3.79  -1.87  -0.220
C  -3.24  5.02  -1.61  -0.073
C  -2.29  5.90  -0.77  -0.077
C  -1.05  5.03  -0.69  -0.243
O  -1.62  3.67  -0.62  -0.196
C  -0.31  4.99  -2.03  -0.075
C  1.11  4.45  -1.87  -0.501
O  2.04  4.85  -2.49  0.172
O  1.20  3.46  -0.94  -0.172
H  -1.61  4.57  -3.78  0.168
H  -2.93  2.86  -2.03  0.161
H  -3.55  5.49  -2.54  0.128
H  -4.14  4.75  -1.05  0.122
H  -2.07  6.86  -1.23  0.128
H  -2.70  6.09  0.23  0.117
H  -0.41  5.20  0.17  0.146
H  -0.22  5.98  -2.48  0.167
S  -2.27  -0.57  -1.31  0.797
C  -2.09  -1.63  -0.07  -0.699
N  -2.07  -2.96  -0.16  -0.090
C  -2.04  -3.78  1.05  -0.111
C  -2.91  -3.12  2.08  -0.088
N  -2.37  -1.79  2.34  -0.082
C  -2.23  -1.40  3.76  -0.106
C  -1.04  -2.09  4.38  -0.210
C  -1.22  -3.29  5.07  -0.052
C  -0.13  -3.97  5.60  -0.068
C  1.15  -3.45  5.44  -0.071
C  1.33  -2.24  4.78  -0.067
C  0.24  -1.56  4.25  -0.036
C  -1.92  -1.06  1.34  -0.619
S  -1.20  0.44  1.60  0.760
C  -2.05  -3.67  -1.46  -0.105
C  -0.67  -4.10  -1.92  -0.193
C  0.13  -4.93  -1.15  -0.041
C  1.38  -5.34  -1.61  -0.078
C  1.83  -4.91  -2.85  -0.080
C  1.04  -4.08  -3.62  -0.066
C  -0.21  -3.68  -3.16  -0.042
H  -1.02  -3.89  1.42  0.138
H  -2.43  -4.77  0.80  0.137
H  -2.88  -3.68  3.01  0.120
H  -3.95  -3.04  1.75  0.150
H  -3.16  -1.71  4.26  0.136
H  -2.16  -0.32  3.81  0.086
H  -2.21  -3.69  5.22  0.112
H  -0.28  -4.89  6.13  0.109
H  2.00  -3.97  5.86  0.109
H  2.32  -1.82  4.67  0.102
H  0.38  -0.62  3.73  0.079
H  -2.50  -3.00  -2.19  0.084
H  -2.70  -4.54  -1.34  0.136
H  -0.21  -5.31  -0.19  0.099
H  1.98  -6.00  -1.00  0.107
H  2.80  -5.23  -3.21  0.109
H  1.38  -3.73  -4.59  0.109
H  -0.83  -3.03  -3.76  0.108



no.,energy (eV)
1,-41129.865
2,-8459.773
3,-69130.719
4,-87379.600